# 1
Here is an isolated molecule of C4H4O at a distorted geometry from OMol25. Energies are from the ωB97M-V functional and the def2-TZVPD basis.

Atoms and positions in Å:
C: -0.932 1.337 -0.294
C: -0.468 0.177 0.414
C: 1.098 -0.141 -0.044
C: 0.043 -0.999 -0.466
O: 2.161 0.209 0.252
H: -1.275 2.142 0.323
H: -0.430 -0.071 1.491
H: 0.055 -2.129 -0.256
H: -0.251 -0.527 -1.420

2S+1 = 1
E_HOMO = -8.43 eV
Lowest unoccupied orbital energy = 0.003 Eh
ΔE to the lowest compared entry with this formula, charge and spin = 466.6 kJ/mol
Net charge = 0
E_tot = -6254.5433 eV
Kohn-Sham gap = 8.513 eV

***

# 2
Here is an isolated molecule of C4H4O at a distorted geometry from OMol25. Energies are from the ωB97M-V functional and the def2-TZVPD basis.

Atoms and positions in Å:
C: -1.302 0.405 -0.065
C: -0.391 -0.549 0.077
C: 1.051 -0.108 -0.146
C: 2.227 0.143 -0.262
H: -1.059 1.503 0.313
H: -0.676 -0.845 1.016
H: -0.540 -1.360 -0.749
H: 3.079 0.743 0.097
O: -2.390 0.070 -0.281

2S+1 = 1
SMILES = C#CCC=O
E_HOMO = -10.11 eV
Lowest unoccupied orbital energy = 0.033 Eh
ΔE to the lowest compared entry with this formula, charge and spin = 316.4 kJ/mol
Net charge = 0
E_tot = -6256.0999 eV
Kohn-Sham gap = 10.995 eV

***

# 3
Here is an isolated molecule of C4H4O at a distorted geometry from OMol25. Energies are from the ωB97M-V functional and the def2-TZVPD basis.

Atoms and positions in Å:
C: 2.254 -0.381 0.165
C: 1.119 -0.006 0.024
C: -0.211 0.489 -0.255
C: -1.428 -0.276 0.006
O: -1.097 0.895 0.769
H: 3.262 -0.700 0.311
H: -0.266 1.215 -1.060
H: -1.403 -1.021 0.777
H: -2.230 -0.214 -0.737

2S+1 = 1
SMILES = C#C[C@H]1CO1
E_HOMO = -10.06 eV
Lowest unoccupied orbital energy = 0.039 Eh
ΔE to the lowest compared entry with this formula, charge and spin = 267.2 kJ/mol
Net charge = 0
E_tot = -6256.6104 eV
Kohn-Sham gap = 11.129 eV

***

# 4
Here is an isolated molecule of C4H4O at a distorted geometry from OMol25. Energies are from the ωB97M-V functional and the def2-TZVPD basis.

Atoms and positions in Å:
C: 0.772 -0.654 0.102
C: 0.410 0.545 -0.762
O: 1.190 0.922 -1.590
C: -0.926 1.026 -0.327
C: -1.616 0.471 0.518
H: -0.267 -0.800 0.672
H: 1.582 -0.325 0.778
H: 1.258 -1.403 -0.571
H: -2.402 0.217 1.180

2S+1 = 1
SMILES = C#CC(C)=O
E_HOMO = -10.25 eV
Lowest unoccupied orbital energy = 0.005 Eh
ΔE to the lowest compared entry with this formula, charge and spin = 289.8 kJ/mol
Net charge = 0
E_tot = -6256.3753 eV
Kohn-Sham gap = 10.391 eV

***

# 5
Here is an isolated molecule of C4H4O at a distorted geometry from OMol25. Energies are from the ωB97M-V functional and the def2-TZVPD basis.

Atoms and positions in Å:
C: 0.669 0.721 -0.660
C: 0.643 0.196 0.697
C: 0.547 -0.754 -0.408
C: -0.568 0.188 -0.132
O: -1.944 0.237 -0.125
H: 1.042 1.571 -1.185
H: 0.946 0.072 1.757
H: 0.761 -1.766 -0.542
H: -2.096 -0.466 0.599

2S+1 = 1
SMILES = O[C@]12[C@@H]3[C@H]1[C@@H]32
E_HOMO = -8.22 eV
Lowest unoccupied orbital energy = 0.030 Eh
ΔE to the lowest compared entry with this formula, charge and spin = 497.3 kJ/mol
Net charge = 0
E_tot = -6254.2247 eV
Kohn-Sham gap = 9.030 eV

***

# 6
Here is a cluster of 2 separate species, C4H4O in total at a distorted geometry from OMol25. Energies are from the ωB97M-V functional and the def2-TZVPD basis.

Atoms and positions in Å:
C: -2.384 1.085 0.661
C: -2.075 -1.387 -0.764
C: -0.925 0.631 0.355
C: -0.744 -0.811 -0.106
O: -1.605 1.520 -0.321
H: -0.018 1.152 0.915
H: -0.481 -1.392 0.724
H: -0.003 -1.195 -0.793
H: -2.678 -0.629 0.727

2S+1 = 1
E_HOMO = -9.20 eV
Lowest unoccupied orbital energy = -0.052 Eh
ΔE to the lowest compared entry with this formula, charge and spin = 1010.2 kJ/mol
Net charge = 0
E_tot = -6248.9097 eV
Kohn-Sham gap = 7.786 eV

***

# 7
Here is an isolated molecule of C4H4O from OMol25. Energies are from the ωB97M-V functional and the def2-TZVPD basis.

Atoms and positions in Å:
C: 1.161 -0.567 1.273
C: 0.345 -0.140 0.145
C: -0.413 0.173 -0.741
C: -1.452 0.711 -1.592
O: -2.305 0.055 -2.145
H: 0.665 -1.405 1.768
H: 1.275 0.249 1.993
H: 2.155 -0.891 0.952
H: -1.430 1.814 -1.654

2S+1 = 1
SMILES = CC#CC=O
E_HOMO = -10.38 eV
Lowest unoccupied orbital energy = 0.013 Eh
ΔE to the lowest compared entry with this formula, charge and spin = 135.2 kJ/mol
Net charge = 0
E_tot = -6257.9786 eV
Kohn-Sham gap = 10.734 eV

***

# 8
Here is a cluster of 2 separate species, C4H4O in total at a distorted geometry from OMol25. Energies are from the ωB97M-V functional and the def2-TZVPD basis.

Atoms and positions in Å:
C: -2.240 0.753 -0.603
C: -1.396 0.995 -1.492
C: 1.514 -1.042 0.864
C: 1.304 0.280 1.584
O: 1.380 0.218 0.322
H: -2.967 0.590 0.130
H: -0.737 1.279 -2.206
H: 2.480 -1.385 0.753
H: 0.661 -1.689 0.648

2S+1 = 1
E_HOMO = -9.88 eV
Lowest unoccupied orbital energy = 0.028 Eh
ΔE to the lowest compared entry with this formula, charge and spin = 534.1 kJ/mol
Net charge = 0
E_tot = -6253.8435 eV
Kohn-Sham gap = 10.629 eV

***

# 9
Here is an isolated molecule of C4H4O2 at a distorted geometry from OMol25. Energies are from the ωB97M-V functional and the def2-TZVPD basis.

Atoms and positions in Å:
O: -1.664 -0.364 1.245
C: -1.250 0.469 0.195
C: -0.091 -0.026 -0.491
C: 0.815 -0.455 -1.202
C: 2.036 -0.193 -0.378
O: 2.505 0.904 -0.232
H: -1.776 -1.252 0.881
H: -1.065 1.466 0.601
H: -1.987 0.579 -0.617
H: 2.477 -1.128 0.000

2S+1 = 1
SMILES = O=CC#CCO
E_HOMO = -10.19 eV
Lowest unoccupied orbital energy = 0.010 Eh
ΔE to the lowest compared entry with this formula, charge and spin = 310.8 kJ/mol
Net charge = 0
E_tot = -8303.8560 eV
Kohn-Sham gap = 10.450 eV

***

# 10
Here is an isolated molecule of C4H4O2 at a distorted geometry from OMol25. Energies are from the ωB97M-V functional and the def2-TZVPD basis.

Atoms and positions in Å:
O: -0.297 2.466 0.698
C: -0.216 1.291 0.488
C: -0.956 0.194 -0.079
C: 0.679 -1.169 -0.007
O: 0.951 -1.670 -1.082
C: 0.771 0.308 0.074
H: -1.511 0.170 -1.007
H: -1.317 -0.505 0.685
H: 0.372 -1.750 0.874
H: 1.524 0.665 -0.642

2S+1 = 1
SMILES = O=C[C@H]1CC1=O
E_HOMO = -10.00 eV
Lowest unoccupied orbital energy = 0.010 Eh
ΔE to the lowest compared entry with this formula, charge and spin = 286.3 kJ/mol
Net charge = 0
E_tot = -8304.1100 eV
Kohn-Sham gap = 10.274 eV

***

# 11
Here is an isolated molecule of C4H4O2 at a distorted geometry from OMol25. Energies are from the ωB97M-V functional and the def2-TZVPD basis.

Atoms and positions in Å:
O: -2.166 -0.519 -0.485
C: -1.176 0.453 -0.445
C: 0.151 -0.286 -0.395
O: 0.121 -1.496 -0.541
C: 1.424 0.090 0.094
C: 2.465 0.274 0.660
H: -1.677 -1.363 -0.437
H: -1.266 1.107 0.430
H: -1.241 1.072 -1.339
H: 3.344 0.637 1.114

2S+1 = 1
SMILES = C#CC(=O)CO
E_HOMO = -10.60 eV
Lowest unoccupied orbital energy = -0.005 Eh
ΔE to the lowest compared entry with this formula, charge and spin = 220.9 kJ/mol
Net charge = 0
E_tot = -8304.7880 eV
Kohn-Sham gap = 10.467 eV

***

# 12
Here is an isolated molecule of C4H4O2 at a distorted geometry from OMol25. Energies are from the ωB97M-V functional and the def2-TZVPD basis.

Atoms and positions in Å:
C: -1.306 -1.465 1.170
C: -0.153 -0.999 1.967
C: -0.807 -0.105 0.812
C: -0.335 0.304 -0.544
O: -1.982 -2.376 0.764
O: -0.478 0.376 2.075
H: 0.821 -1.428 1.803
H: -0.756 1.383 -0.698
H: -0.537 -0.391 -1.271
H: 0.628 0.590 -0.356

2S+1 = 1
SMILES = C[C@]12O[C@H]1C2=O
E_HOMO = -9.18 eV
Lowest unoccupied orbital energy = 0.030 Eh
ΔE to the lowest compared entry with this formula, charge and spin = 356.6 kJ/mol
Net charge = 0
E_tot = -8303.3809 eV
Kohn-Sham gap = 10.000 eV

***

# 13
Here is a structure of composition C4H4O2 at a distorted geometry from OMol25. Energies are from the ωB97M-V functional and the def2-TZVPD basis.

Atoms and positions in Å:
O: 2.302 -0.996 0.189
C: 1.298 -0.363 0.097
O: 1.187 1.016 0.009
C: -0.198 0.946 0.360
C: -0.912 0.239 -0.713
C: -0.150 -0.656 0.200
H: -0.427 0.719 1.391
H: -1.992 0.210 -0.652
H: -0.488 0.298 -1.707
H: -0.621 -1.411 0.827

2S+1 = 1
E_HOMO = -10.12 eV
Lowest unoccupied orbital energy = 0.032 Eh
ΔE to the lowest compared entry with this formula, charge and spin = 211.8 kJ/mol
Net charge = 0
E_tot = -8304.8823 eV
Kohn-Sham gap = 11.000 eV

***

# 14
Here is a structure of composition C4H4O2 at a distorted geometry from OMol25. Energies are from the ωB97M-V functional and the def2-TZVPD basis.

Atoms and positions in Å:
O: 2.323 -1.066 -0.212
C: 1.354 -0.448 0.098
O: 1.223 0.915 0.290
C: -0.189 0.739 0.565
C: -0.845 0.117 -0.637
C: -0.110 -0.731 0.356
H: -0.856 1.540 0.814
H: -1.933 0.066 -0.555
H: -0.432 0.453 -1.573
H: -0.536 -1.584 0.854

2S+1 = 1
E_HOMO = -10.12 eV
Lowest unoccupied orbital energy = 0.033 Eh
ΔE to the lowest compared entry with this formula, charge and spin = 171.0 kJ/mol
Net charge = 0
E_tot = -8305.3044 eV
Kohn-Sham gap = 11.022 eV

***

# 15
Here is a structure of composition C4H4O2 from OMol25. Energies are from the ωB97M-V functional and the def2-TZVPD basis.

Atoms and positions in Å:
C: -0.886 0.281 -1.641
C: -0.180 0.081 -0.357
O: -0.590 0.457 0.788
C: 0.770 -0.233 1.417
C: 1.335 -0.420 2.470
O: 0.928 -0.523 -0.200
H: -1.538 -0.578 -1.816
H: -1.500 1.178 -1.598
H: -0.170 0.342 -2.458
H: 1.830 -0.584 3.394

2S+1 = 1
E_HOMO = -8.41 eV
Lowest unoccupied orbital energy = 0.023 Eh
ΔE to the lowest compared entry with this formula, charge and spin = 365.9 kJ/mol
Net charge = 0
E_tot = -8303.2848 eV
Kohn-Sham gap = 9.044 eV

***

# 16
Here is a cluster of 2 separate species, C4H4O2 in total at a distorted geometry from OMol25. Energies are from the ωB97M-V functional and the def2-TZVPD basis.

Atoms and positions in Å:
C: -2.502 0.091 -0.196
C: 1.659 -0.365 -0.278
C: 0.661 0.724 0.016
C: 0.559 -0.297 0.791
O: -2.356 1.213 -0.286
O: -2.661 -1.046 -0.225
H: 2.614 -0.366 0.154
H: 1.631 -0.889 -1.245
H: 0.509 1.813 -0.110
H: -0.116 -0.876 1.379

2S+1 = 1
SMILES = C1=CC1.O=C=O
E_HOMO = -9.78 eV
Lowest unoccupied orbital energy = 0.025 Eh
ΔE to the lowest compared entry with this formula, charge and spin = 164.7 kJ/mol
Net charge = 0
E_tot = -8305.3699 eV
Kohn-Sham gap = 10.453 eV

***

# 17
Here is an isolated molecule of C4H4O2 at a distorted geometry from OMol25. Energies are from the ωB97M-V functional and the def2-TZVPD basis.

Atoms and positions in Å:
C: 0.073 -1.427 0.694
C: -0.465 -0.532 -0.130
C: 0.420 0.553 -0.661
C: -0.419 1.961 0.249
O: 0.709 1.330 0.523
O: -0.558 1.557 -1.005
H: -0.690 -2.020 1.161
H: 1.114 -1.340 0.980
H: -1.404 -0.313 -0.371
H: 1.219 0.232 -1.440

2S+1 = 3
E_HOMO (spin up / spin down) = -6.42 / -10.28 eV
Lowest unoccupied orbital energy (spin up / spin down) = 0.037 / -0.059 Eh
ΔE to the lowest compared entry with this formula, charge and spin = 419.0 kJ/mol
Net charge = 0
E_tot = -8299.6511 eV
Kohn-Sham gap (spin up / spin down) = 7.423 / 8.674 eV

***

# 18
Here is a cluster of 2 separate species, C4H4O2S in total at a distorted geometry from OMol25. Energies are from the ωB97M-V functional and the def2-TZVPD basis.

Atoms and positions in Å:
C: -1.977 0.172 1.561
C: -0.869 0.461 1.232
C: 1.046 -0.496 0.392
C: 0.425 0.666 0.616
O: 1.233 -0.839 -2.655
O: -0.357 0.903 -1.929
S: 0.036 -0.481 -1.835
H: -2.983 -0.128 1.620
H: 1.950 -0.472 -0.127
H: 0.793 -1.361 0.874
H: 0.704 1.575 0.252

2S+1 = 3
E_HOMO (spin up / spin down) = -7.03 / -10.36 eV
Lowest unoccupied orbital energy (spin up / spin down) = 0.002 / -0.143 Eh
ΔE to the lowest compared entry with this formula, charge and spin = 266.2 kJ/mol
Net charge = 0
E_tot = -19136.1725 eV
Kohn-Sham gap (spin up / spin down) = 7.091 / 6.481 eV

***

# 19
Here is an isolated molecule of C4H4O2S2 at a distorted geometry from OMol25. Energies are from the ωB97M-V functional and the def2-TZVPD basis.

Atoms and positions in Å:
C: -0.057 -1.857 0.237
C: 0.212 -0.505 0.032
C: -0.677 0.361 -0.284
C: 1.153 1.820 -0.312
H: -2.507 -1.356 1.443
H: -1.839 0.377 -0.328
H: 1.128 2.258 0.663
H: 1.885 2.242 -0.990
O: 0.863 -2.606 0.248
O: -0.078 1.500 -0.853
S: -1.914 -2.313 0.203
S: 1.830 0.080 -0.059

2S+1 = 1
SMILES = O=C(S)C1=COCS1
E_HOMO = -8.68 eV
Lowest unoccupied orbital energy = -0.016 Eh
ΔE to the lowest compared entry with this formula, charge and spin = 254.2 kJ/mol
Net charge = 0
E_tot = -29975.0940 eV
Kohn-Sham gap = 8.249 eV

***

# 20
Here is an isolated molecule of C4H4O2S2 at a distorted geometry from OMol25. Energies are from the ωB97M-V functional and the def2-TZVPD basis.

Atoms and positions in Å:
C: 2.722 -0.667 -0.216
C: 1.915 0.309 0.638
C: -0.643 -0.052 0.402
C: -1.956 0.669 0.136
H: 2.087 -1.725 -0.455
H: 1.691 -0.175 1.633
H: 2.688 1.211 0.841
H: -1.795 1.793 0.061
O: 3.820 -0.407 -0.717
O: -0.553 -1.217 0.758
S: 0.484 1.003 -0.090
S: -3.174 -0.357 -0.420

2S+1 = 1
SMILES = O=CCSC(=O)C=S
E_HOMO = -9.47 eV
Lowest unoccupied orbital energy = -0.069 Eh
ΔE to the lowest compared entry with this formula, charge and spin = 233.5 kJ/mol
Net charge = 0
E_tot = -29975.3093 eV
Kohn-Sham gap = 7.578 eV